[1]
C46H39ClN2O4P2STeTi | wB97M-V/def2-TZVPD

HOMO-LUMO gap = 0.2558 Ha
relative energy (zero: lowest compared OMol25 entry of this formula, charge and spin) = 0.000 eV

Each line ends with the Mulliken charge.
Cartesian coordinates (Å):
Ti -0.486 0.738 1.390  -1.2008
C -1.501 -6.267 1.300  -1.7806
C -0.955 -4.967 1.821  1.0155
C 0.405 -4.689 1.753  -0.7259
C 0.921 -3.515 2.279  0.1463
C 0.066 -2.606 2.890  -0.7190
C -1.295 -2.875 2.979  0.2222
C -1.799 -4.037 2.425  -1.2355
S 0.769 -1.285 3.825  1.3806
O 0.071 -1.232 5.082  -0.7276
O 2.194 -1.497 3.848  -0.7233
N 0.459 0.111 3.011  0.9571
C 1.002 1.238 3.813  -0.8997
C 0.831 2.542 3.058  0.1517
O 1.200 3.597 3.480  -0.6528
O 0.221 2.383 1.871  0.1488
H -0.878 -6.661 0.498  0.3327
H -2.517 -6.147 0.925  0.3790
H -1.529 -7.012 2.098  0.4552
H 1.074 -5.399 1.286  0.3815
H 1.984 -3.318 2.258  0.5275
H -1.943 -2.205 3.526  0.4636
H -2.860 -4.246 2.496  0.4390
H 2.063 1.103 4.031  0.5984
H 0.474 1.324 4.766  0.4404
Te -0.550 -0.323 -3.721  0.3763
C 1.398 -0.231 -4.561  -0.1202
C 2.247 -1.323 -4.438  -0.0407
C 3.524 -1.239 -4.974  -0.5337
N 3.989 -0.167 -5.612  -0.6490
C 3.161 0.866 -5.744  -0.4318
C 1.863 0.883 -5.247  -0.0581
C -0.213 0.272 -1.741  -1.9422
P -0.765 1.751 -1.008  1.8028
C 0.228 3.222 -1.396  0.3430
C 0.181 4.343 -0.567  -0.2274
C 0.980 5.443 -0.842  -0.7377
C 1.836 5.427 -1.935  -0.6839
C 1.897 4.309 -2.753  -0.4849
C 1.097 3.209 -2.480  -0.0203
C -2.433 2.124 -1.634  0.6855
C -2.877 3.411 -1.912  -0.2343
C -4.190 3.625 -2.310  -0.7160
C -5.067 2.559 -2.435  -0.6600
C -4.628 1.268 -2.168  -0.9199
C -3.320 1.053 -1.769  -0.5413
P 0.641 -0.579 -0.487  2.1871
C 2.447 -0.365 -0.466  0.1323
C 3.110 0.232 -1.532  -0.4629
C 4.490 0.382 -1.502  -0.9154
C 5.208 -0.046 -0.396  -0.8532
C 4.547 -0.613 0.688  -1.0826
C 3.171 -0.767 0.657  -0.0086
C 0.416 -2.351 -0.837  0.8720
C 1.470 -3.176 -1.211  -0.4335
C 1.218 -4.466 -1.662  -1.0584
C -0.085 -4.935 -1.737  -0.6978
C -1.140 -4.119 -1.347  -0.8557
C -0.889 -2.834 -0.901  -0.5039
H 1.932 -2.214 -3.910  0.4306
H 4.211 -2.075 -4.883  0.3965
H 3.554 1.726 -6.276  0.3980
H 1.235 1.752 -5.397  0.4564
H -0.458 4.347 0.307  0.3310
H 0.947 6.305 -0.189  0.4449
H 2.465 6.284 -2.141  0.3859
H 2.575 4.285 -3.597  0.4718
H 1.152 2.325 -3.102  -0.4544
H -2.197 4.249 -1.824  0.4439
H -4.526 4.631 -2.528  0.4306
H -6.089 2.730 -2.747  0.3852
H -5.307 0.432 -2.273  0.4377
H -2.969 0.046 -1.568  0.3418
H 2.546 0.581 -2.385  0.4978
H 4.998 0.836 -2.343  0.5024
H 6.283 0.076 -0.369  0.3794
H 5.101 -0.922 1.566  0.5385
H 2.665 -1.178 1.522  0.6133
H 2.488 -2.807 -1.164  0.5683
H 2.041 -5.101 -1.965  0.5011
H -0.281 -5.935 -2.104  0.4405
H -2.158 -4.484 -1.400  0.4960
H -1.714 -2.186 -0.624  0.3193
Cl -3.009 3.300 1.380  -0.0787
C -2.920 2.577 2.963  1.1330
C -3.055 3.396 4.070  -0.6945
C -2.961 2.846 5.338  -0.5156
C -2.733 1.484 5.478  -1.0370
C -2.604 0.682 4.358  -0.1242
C -2.695 1.201 3.064  0.2394
C -2.471 0.357 1.854  -1.8283
H -3.221 4.455 3.931  0.4406
H -3.056 3.482 6.208  0.3846
H -2.643 1.042 6.461  0.4168
H -2.395 -0.371 4.495  0.2839
H -3.094 0.633 1.000  0.9627
H -2.571 -0.710 2.064  0.7609

=====

[2]
C46H40BrN4O3P2Sn | wB97M-V/def2-TZVPD

net charge = +3
HOMO-LUMO gap (spin up / spin down) = 0.1463 / 0.1782 Ha
relative energy (zero: lowest compared OMol25 entry of this formula, charge and spin) = 4.035 eV

Each line ends with the Mulliken charge.
Cartesian coordinates (Å):
Sn 0.276 0.382 1.188  1.7336
Br -4.953 6.320 0.632  0.0206
C -3.640 5.050 0.481  -0.2472
C -3.431 4.421 -0.793  -0.4186
C -2.492 3.468 -0.912  -0.5923
C -1.643 3.083 0.220  0.4030
O -0.749 2.256 0.047  -0.2893
C -1.871 3.768 1.523  0.1726
C -1.041 3.588 2.671  -0.3504
N -0.174 2.629 2.842  0.6108
C 0.588 2.604 3.977  0.1483
C 0.229 3.217 5.198  -0.4959
C 1.077 3.191 6.285  -1.1895
C 2.323 2.577 6.189  -0.6187
C 2.714 1.907 5.006  0.8719
C 3.956 1.250 4.879  -0.6039
C 4.267 0.613 3.705  -0.9810
C 3.311 0.601 2.684  -0.0089
N 2.139 1.219 2.779  -0.0078
C 1.838 1.884 3.906  0.2713
C -2.867 4.722 1.599  -0.6886
H -4.039 4.720 -1.637  0.5530
H -2.318 2.953 -1.851  0.5414
H -1.141 4.378 3.416  0.5027
H -0.738 3.689 5.310  0.4900
H 0.772 3.662 7.210  0.4604
H 3.008 2.599 7.030  0.4725
H 4.651 1.252 5.711  0.4863
H 5.210 0.101 3.578  0.4744
H 3.498 0.068 1.756  0.3887
H -3.065 5.223 2.539  0.5804
O 1.868 0.393 -0.570  -0.2093
P 1.889 -0.078 -2.014  0.2850
C 0.257 0.175 -2.786  -1.3032
P -0.935 -0.926 -1.960  -0.0264
O -0.507 -1.175 -0.531  -0.1041
C -1.027 -2.433 -2.909  1.1518
C -1.294 -2.422 -4.279  -0.6314
C -1.430 -3.619 -4.961  -0.8560
C -1.300 -4.824 -4.279  -0.5922
C -1.019 -4.837 -2.921  -0.7306
C -0.889 -3.641 -2.230  -0.3107
C -2.531 -0.085 -1.994  1.0612
C -3.217 0.049 -0.786  -0.5979
C -4.448 0.693 -0.754  -0.6940
C -4.999 1.197 -1.927  -0.6610
C -4.323 1.053 -3.133  -0.7958
C -3.092 0.413 -3.169  -0.5274
C 3.085 0.842 -2.965  0.5408
C 4.382 0.879 -2.446  -0.5718
C 5.335 1.691 -3.038  -0.7491
C 5.001 2.448 -4.156  -0.4857
C 3.722 2.389 -4.689  -0.8139
C 2.762 1.576 -4.103  -0.1719
C 2.260 -1.824 -2.153  0.5424
C 2.419 -2.593 -1.004  -0.2563
C 2.677 -3.952 -1.115  -0.6509
C 2.793 -4.533 -2.371  -0.5895
C 2.639 -3.765 -3.519  -0.8047
C 2.381 -2.409 -3.412  -0.3514
H 0.294 -0.036 -3.857  0.8258
H -0.030 1.216 -2.618  0.7339
H -1.396 -1.487 -4.820  0.2231
H -1.647 -3.619 -6.021  0.4679
H -1.426 -5.758 -4.812  0.4448
H -0.913 -5.780 -2.399  0.4716
H -0.672 -3.628 -1.170  0.3356
H -2.794 -0.374 0.119  0.5713
H -4.989 0.780 0.182  0.5256
H -5.960 1.696 -1.903  0.4888
H -4.761 1.431 -4.049  0.4533
H -2.581 0.305 -4.119  0.2574
H 4.639 0.279 -1.580  0.4104
H 6.340 1.723 -2.639  0.4257
H 5.749 3.075 -4.623  0.4244
H 3.473 2.969 -5.568  0.4344
H 1.770 1.534 -4.538  0.3397
H 2.330 -2.120 -0.034  0.2834
H 2.805 -4.557 -0.226  0.4734
H 3.031 -5.586 -2.455  0.4630
H 2.742 -4.224 -4.494  0.5016
H 2.288 -1.805 -4.310  0.4318
C -1.458 -4.742 3.380  -1.3023
C -1.548 -3.252 3.394  0.5953
C -2.122 -2.388 4.301  -1.2265
C -1.901 -1.097 3.799  0.1398
N -1.223 -1.155 2.652  0.4312
N -1.018 -2.476 2.429  0.2855
C -2.329 0.205 4.398  -0.9374
H -1.878 -5.148 4.296  0.3549
H -0.423 -5.073 3.294  0.3279
H -2.017 -5.156 2.539  0.3178
H -2.646 -2.658 5.204  0.4853
H -0.565 -2.775 1.581  0.0448
H -3.358 0.139 4.750  0.4350
H -2.256 1.005 3.661  0.0273
H -1.706 0.455 5.261  0.2485

=====

[3]
C46H40FGeN6O4Sc | wB97M-V/def2-TZVPD

multiplicity = 2
net charge = +1
HOMO-LUMO gap (spin up / spin down) = 0.1761 / 0.2765 Ha
relative energy (zero: lowest compared OMol25 entry of this formula, charge and spin) = 0.000 eV

Each line ends with the Mulliken charge.
Cartesian coordinates (Å):
Sc 1.052 -0.339 1.055  -0.7504
C -0.474 -3.539 -0.636  -0.8899
C 0.918 -3.314 -1.081  0.9432
C 1.403 -3.948 -2.241  -0.5493
C 2.740 -3.777 -2.605  -0.9090
C 3.571 -3.012 -1.784  -0.9112
C 3.029 -2.429 -0.615  0.9704
N 1.697 -2.522 -0.315  0.1976
C 3.826 -1.777 0.375  0.4717
C 5.237 -1.894 0.428  -1.0243
C 5.919 -1.354 1.519  -0.9725
C 5.213 -0.689 2.523  -1.0287
C 3.799 -0.590 2.410  0.7020
N 3.140 -1.104 1.344  0.5598
C 2.996 -0.033 3.446  1.1063
C 3.521 0.836 4.427  -0.8868
C 2.700 1.222 5.489  -0.8295
C 1.408 0.695 5.565  -0.6868
C 0.925 -0.141 4.543  0.9621
C -0.417 -0.763 4.632  -1.1833
N 1.690 -0.436 3.462  -0.1611
H -0.578 -4.558 -0.253  0.5763
H -0.737 -2.846 0.156  -0.4271
H -1.178 -3.444 -1.462  0.2206
H 0.711 -4.545 -2.817  0.4570
H 3.138 -4.249 -3.499  0.4642
H 4.616 -2.868 -2.011  0.4449
H 5.733 -2.444 -0.354  0.3910
H 6.986 -1.488 1.602  0.4382
H 5.685 -0.286 3.410  0.4179
H 4.538 1.184 4.326  0.4489
H 3.079 1.900 6.251  0.4525
H 0.757 0.921 6.398  0.5076
H -0.348 -1.729 5.147  0.3687
H -1.095 -0.141 5.216  0.4015
H -0.811 -0.947 3.640  -0.1589
O 2.144 0.985 0.051  -0.3042
C 2.498 1.214 -1.185  -0.9646
C 1.928 0.599 -2.304  1.3073
C 2.515 0.838 -3.572  -0.9527
C 2.005 0.200 -4.685  -1.1329
C 0.970 -0.740 -4.614  -1.2793
C 0.388 -0.963 -3.374  0.3551
C 0.797 -0.253 -2.245  -0.9019
O 0.099 -0.383 -1.055  1.9587
N 2.565 0.491 -5.965  0.9856
O 3.564 1.271 -6.015  -0.6042
O 2.036 -0.048 -6.991  -0.5985
H 3.332 1.896 -1.394  0.2865
H 3.345 1.525 -3.664  0.6517
H 0.654 -1.248 -5.518  0.5786
H -0.407 -1.688 -3.300  0.9822
F -0.737 -0.791 1.407  -0.0743
C -1.419 4.184 4.123  -1.0188
N -0.476 3.405 3.326  0.4872
C 0.761 3.884 2.832  -1.6075
C 1.300 2.851 2.128  -0.7390
N 0.440 1.733 2.158  2.3456
C -0.598 2.109 2.889  -1.5123
H -1.693 5.107 3.599  0.3585
H -0.968 4.451 5.082  0.3422
H -2.309 3.580 4.311  0.3518
H 1.106 4.881 3.020  0.5610
H 2.232 2.784 1.596  0.5845
H -1.465 1.496 3.092  0.4200
C -5.339 -3.235 0.383  -0.6120
C -5.376 -2.562 -0.836  -0.7485
C -4.319 -1.739 -1.212  -0.8637
C -3.183 -1.563 -0.387  0.7316
C -3.175 -2.239 0.862  -0.1175
C -4.242 -3.067 1.233  -0.9160
Ge -1.884 -0.177 -1.019  2.3358
C -2.102 1.480 -0.004  0.4135
C -3.179 1.561 0.907  -0.6850
C -3.531 2.778 1.489  -0.6904
C -2.816 3.940 1.174  -0.7875
C -1.711 3.867 0.318  -1.1679
C -1.346 2.643 -0.250  0.0167
C -2.304 0.248 -2.920  0.1551
C -2.659 -0.750 -3.864  -0.0447
C -3.074 -0.402 -5.147  -0.7962
C -3.143 0.940 -5.536  -0.8117
C -2.788 1.928 -4.619  -0.7198
C -2.360 1.591 -3.336  -0.5719
H -6.137 -3.889 0.687  0.4024
H -6.206 -2.686 -1.521  0.4465
H -4.424 -1.210 -2.152  0.3499
H -2.340 -2.098 1.527  0.1652
H -4.181 -3.588 2.184  0.4313
H -3.753 0.669 1.152  0.3122
H -4.368 2.801 2.178  0.4520
H -3.129 4.892 1.576  0.6148
H -1.127 4.752 0.093  0.4569
H -0.457 2.604 -0.878  0.3373
H -2.623 -1.796 -3.593  0.3198
H -3.335 -1.191 -5.836  0.4443
H -3.464 1.202 -6.533  0.4258
H -2.836 2.975 -4.886  0.4595
H -2.086 2.398 -2.659  0.2627